[1]
{"formula": "CH7O3", "method": "ωB97M-V/def2-TZVPD", "elements": ["C", "O", "H", "H", "H", "H", "H", "O", "H", "H", "O"], "xyz": [[-0.51193, -1.69160, -1.48354], [-0.88928, -1.58562, -0.10973], [-1.16562, -2.53367, -1.80815], [-0.70418, -0.84476, -2.14699], [0.55174, -1.95273, -1.56471], [-0.57842, -0.57294, 0.17358], [-0.20951, 1.84278, 0.56824], [-0.30395, 0.96435, 0.92898], [0.63288, 1.60428, 1.82094], [1.76579, 2.72443, 1.44217], [1.41248, 2.04547, 2.17921]], "charge": -1, "molar_mass_g_mol": 67.1, "relative_energy_kcal_mol": 27.0, "e_lumo_ev": 4.3}

=====

[2]
{"formula": "CH7OS", "method": "ωB97M-V/def2-TZVPD", "elements": ["O", "H", "H", "H", "C", "S", "H", "H", "H", "H"], "xyz": [[0.98179, 1.26004, 1.73207], [1.16014, -1.04277, -0.84075], [1.92438, 1.38024, 1.91996], [0.64425, 1.00613, 2.60250], [-1.21752, -0.69502, -1.16194], [0.44587, 0.08357, -1.00668], [-1.49741, -1.17499, -0.23022], [-1.06835, -1.41861, -1.95924], [-1.88285, 0.12937, -1.39521], [0.50971, 0.47205, 0.33951]], "charge": 1, "molar_mass_g_mol": 67.1, "relative_energy_kcal_mol": 0.2, "e_lumo_ev": -3.8}

=====

[3]
{"formula": "CH7OS", "method": "ωB97M-V/def2-TZVPD", "elements": ["O", "H", "H", "H", "C", "S", "H", "H", "H", "H"], "xyz": [[-0.58628, -1.90633, -0.63171], [1.57034, 0.96515, -0.78501], [-1.25088, -1.89923, -1.33923], [-0.01969, -2.63919, -0.83303], [0.06778, 0.64570, 1.02494], [0.77352, 1.86277, -0.18103], [0.84416, -0.04724, 1.32775], [-0.69597, 0.06489, 0.52572], [-0.34221, 1.20595, 1.85097], [-0.36077, 1.74753, -0.95936]], "charge": 1, "molar_mass_g_mol": 67.1, "relative_energy_kcal_mol": 10.5, "e_lumo_ev": -4.5}

=====

[4]
{"formula": "CH7OS2", "method": "ωB97M-V/def2-TZVPD", "elements": ["O", "H", "H", "H", "C", "S", "S", "H", "H", "H", "H"], "xyz": [[-0.72835, 2.03803, -2.57543], [1.83414, -0.82496, 0.30274], [-1.62530, 2.09282, -2.41782], [-0.47267, 2.62529, -3.33786], [-0.20212, -1.98214, -0.64945], [0.54264, -1.07185, 0.77558], [-0.01948, 0.85445, 1.26593], [-0.55626, -1.19122, -1.46222], [-1.05241, -2.50483, -0.17970], [0.35556, -2.80449, -1.11704], [0.18601, 1.67429, 0.04785]], "charge": 1, "molar_mass_g_mol": 99.2, "relative_energy_kcal_mol": 25.4, "e_lumo_ev": -5.2}

=====

[5]
{"formula": "CH7P3", "method": "ωB97M-V/def2-TZVPD", "elements": ["C", "P", "P", "P", "H", "H", "H", "H", "H", "H", "H"], "xyz": [[1.62430, 1.01906, -2.05102], [-1.12202, -0.13873, 2.87045], [0.14660, -1.16536, -0.87528], [1.76954, -0.80487, -2.03107], [0.82988, 1.42363, -2.78100], [2.55252, 1.26971, -2.33748], [1.36061, 1.42543, -1.12314], [0.15411, 0.49699, 2.54993], [-1.44984, 0.85267, 3.72331], [0.06219, -2.53741, -0.94293], [-1.48224, 0.65536, 1.79971]], "charge": 0, "molar_mass_g_mol": 112.0, "relative_energy_kcal_mol": 26.7, "e_lumo_ev": -0.8}

=====

[6]
{"formula": "CH7PSi", "method": "ωB97M-V/def2-TZVPD", "elements": ["C", "Si", "P", "H", "H", "H", "H", "H", "H", "H"], "xyz": [[-0.45513, 0.60815, -0.84740], [0.94481, 1.45557, -0.09693], [-0.14260, -2.13510, 0.69049], [-0.40585, -0.85072, -0.46440], [-1.39008, 0.76882, -0.26634], [-0.57220, 0.30381, -1.90328], [2.14761, 1.78801, -0.88737], [1.40802, 1.67730, 1.34919], [-1.52132, -2.63003, 0.96992], [-0.01326, -0.98581, 1.45612]], "charge": 0, "molar_mass_g_mol": 78.1, "relative_energy_kcal_mol": 96.4, "e_lumo_ev": [-0.9, -0.9]}

=====

[7]
{"formula": "CH8BLaO2P", "method": "ωB97M-V/def2-TZVPD", "elements": ["C", "O", "B", "O", "P", "H", "H", "H", "H", "H", "H", "H", "H", "La"], "xyz": [[-1.17980, 2.23877, 0.45672], [-0.49764, 0.94229, 0.70432], [-0.27712, 0.13907, -0.26551], [-0.84679, 0.06437, -1.47712], [1.15065, -1.27982, 0.07591], [-1.13781, 2.80251, 1.36271], [-0.67597, 2.76430, -0.32892], [-2.19331, 2.05957, 0.16146], [-0.22605, 0.02881, -2.21375], [0.84395, -1.35694, 1.55084], [2.18159, -0.38050, -0.34398], [0.41088, -2.23484, -0.85055], [2.19974, -2.36936, 0.27636], [0.24767, -3.41824, 0.89150]], "charge": 3, "molar_mass_g_mol": 232.8, "e_lumo_ev": -16.1}

=====

[8]
{"formula": "CH8ClNSi2", "method": "ωB97M-V/def2-TZVPD", "elements": ["C", "Si", "N", "Si", "H", "H", "H", "H", "H", "H", "H", "Cl", "H"], "xyz": [[-0.53211, 1.54647, -1.86125], [0.63186, 0.86649, -0.47270], [0.28201, 0.52291, 1.05953], [-0.89054, -0.52530, 2.01594], [-1.00415, 0.79730, -2.45396], [-1.35802, 2.12153, -1.46297], [0.16876, 2.11889, -2.60744], [1.98742, 0.57779, -1.07817], [-2.14768, 0.29637, 2.35543], [0.03662, -0.95611, 3.11459], [-1.28607, -1.82184, 1.40706], [2.00506, -2.24299, -0.36883], [2.10683, -3.30153, 0.35276]], "charge": 0, "smiles": "C/[SiH]=N\\[SiH3].Cl", "molar_mass_g_mol": 125.7, "relative_energy_kcal_mol": 73.4, "e_lumo_ev": 0.0}

=====

[9]
{"formula": "CH8N2", "method": "ωB97M-V/def2-TZVPD", "elements": ["C", "N", "H", "H", "H", "H", "H", "N", "H", "H", "H"], "xyz": [[-1.31580, 1.04336, -0.81713], [-0.91576, 2.42077, -0.49660], [-0.88188, 0.24755, -0.19246], [-0.95445, 0.78282, -1.81376], [-2.38529, 1.00113, -0.67078], [-1.37025, 2.74505, 0.34264], [0.07592, 2.48719, -0.31925], [2.06765, -2.94453, 1.14608], [1.88429, -3.10824, 0.17388], [1.23273, -2.70033, 1.64544], [2.57147, -3.69524, 1.57823]], "charge": 0, "smiles": "CN.N", "molar_mass_g_mol": 48.1, "relative_energy_kcal_mol": 3.0, "e_lumo_ev": 0.9}

=====

[10]
{"formula": "CH8N2O", "method": "ωB97M-V/def2-TZVPD", "elements": ["N", "C", "N", "H", "H", "H", "H", "H", "H", "O", "H", "H"], "xyz": [[2.05961, -1.63479, 1.13042], [0.66466, -1.05970, 1.14721], [0.50210, -0.07706, 0.14165], [2.05979, -2.50221, 1.65519], [2.18800, -1.95621, 0.17244], [-0.01897, -1.90716, 0.99768], [0.51007, -0.74215, 2.18143], [1.25190, 0.59758, 0.12990], [0.37965, -0.51159, -0.75928], [-2.73248, 2.48412, -2.00296], [-3.26865, 2.03619, -1.35381], [-3.41760, 3.00754, -2.45020]], "charge": 0, "smiles": "NCN.O", "molar_mass_g_mol": 64.1, "relative_energy_kcal_mol": 9.0, "e_lumo_ev": 1.0}

=====

[11]
{"formula": "CH8N2S2", "method": "ωB97M-V/def2-TZVPD", "elements": ["N", "C", "N", "H", "H", "H", "H", "H", "H", "S", "S", "H", "H"], "xyz": [[0.38468, -0.20744, -1.04321], [1.50834, 0.31598, -0.25332], [1.15267, 0.26701, 1.21873], [0.11918, -1.20885, -0.71112], [0.48840, -0.21568, -2.03289], [1.81109, 1.33660, -0.47530], [2.40614, -0.29250, -0.30429], [0.18192, 0.02025, 1.49407], [1.35667, 1.19161, 1.60188], [-2.62236, -1.44983, 0.10326], [-3.00632, 0.61429, -0.33070], [-2.11493, -1.36429, 1.27547], [-1.66548, 0.99285, -0.54257]], "charge": 0, "smiles": "NCN.SS", "molar_mass_g_mol": 112.2, "relative_energy_kcal_mol": 17.0, "e_lumo_ev": 0.2}

=====

[12]
{"formula": "CH8N2S2", "method": "ωB97M-V/def2-TZVPD", "elements": ["N", "C", "N", "H", "H", "H", "H", "H", "H", "S", "S", "H", "H"], "xyz": [[-0.61904, -1.47201, -0.02855], [0.21266, -0.79707, -1.15349], [1.36451, -0.04760, -0.80964], [-0.05571, -2.19540, 0.42236], [-1.48596, -1.65673, -0.48634], [-0.47482, -0.16151, -1.65675], [0.34386, -1.70871, -1.84388], [1.86628, -0.53840, 0.00878], [0.92001, 0.80448, -0.36826], [0.04005, 2.95562, 0.96116], [-1.58121, 1.78327, 1.41926], [0.83473, 2.59267, 1.94165], [-1.36536, 0.44140, 1.59369]], "charge": 0, "smiles": "NCN.SS", "molar_mass_g_mol": 112.2, "relative_energy_kcal_mol": 26.4, "e_lumo_ev": 0.3}

=====

[13]
{"formula": "CH8N3", "method": "ωB97M-V/def2-TZVPD", "elements": ["N", "H", "H", "H", "H", "N", "C", "N", "H", "H", "H", "H"], "xyz": [[1.80050, 0.33925, -1.04601], [1.86579, -0.11222, -1.94296], [-0.17587, 0.27890, -0.76606], [2.39785, -0.14806, -0.39853], [2.05512, 1.31144, -1.04993], [-0.51438, -0.36853, 1.52793], [-1.48561, -0.30594, 0.63624], [-1.18858, 0.07036, -0.59381], [0.46237, -0.15394, 1.41711], [-0.75010, -0.63009, 2.47657], [-2.53735, -0.42503, 1.00559], [-1.92976, 0.14386, -1.26613]], "charge": 1, "molar_mass_g_mol": 62.1, "relative_energy_kcal_mol": 6.5, "e_lumo_ev": -3.5}

=====

[14]
{"formula": "CH8N3", "method": "ωB97M-V/def2-TZVPD", "elements": ["N", "H", "H", "H", "H", "N", "C", "N", "H", "H", "H", "H"], "xyz": [[-1.54313, -0.75720, -1.13519], [-1.08509, -1.30443, -1.86045], [-0.21336, -0.83165, 0.23562], [-2.20587, -1.33281, -0.63186], [-2.09442, -0.08602, -1.67620], [1.04417, 1.43536, 0.04072], [1.22841, 0.44999, 0.89931], [0.53451, -0.65574, 0.93185], [0.15719, 1.50514, -0.43157], [1.59855, 2.25619, 0.20884], [2.03069, 0.52325, 1.63575], [0.54835, -1.20207, 1.78317]], "charge": 1, "molar_mass_g_mol": 62.1, "relative_energy_kcal_mol": 5.2, "e_lumo_ev": -3.5}

=====

[15]
{"formula": "CH8N3O3P", "method": "ωB97M-V/def2-TZVPD", "elements": ["C", "N", "N", "N", "O", "O", "O", "P", "H", "H", "H", "H", "H", "H", "H", "H"], "xyz": [[1.50695, -1.26298, 0.49304], [-0.69469, 2.38615, 0.29845], [-2.21160, -1.26710, -0.22436], [0.39185, 1.47572, 0.41046], [0.12652, -0.16204, -1.64747], [2.74221, -1.14143, -0.13351], [-1.20602, -0.52031, 0.56369], [0.19125, -0.10748, -0.21746], [1.15739, -2.31760, 0.63832], [1.64036, -0.87130, 1.41168], [-1.22155, 2.18274, -0.58730], [-1.36451, 2.44433, 1.04252], [-1.78562, -1.10089, -1.15108], [-3.12612, -0.82194, -0.12580], [1.28683, 1.96963, 0.32027], [2.56676, -0.88550, -1.09146]], "charge": 0, "molar_mass_g_mol": 141.1, "spin_multiplicity": 3, "relative_energy_kcal_mol": 19.8, "e_lumo_ev": [0.7, -2.4]}

=====

[16]
{"formula": "CH8N4", "method": "ωB97M-V/def2-TZVPD", "elements": ["C", "N", "N", "N", "N", "H", "H", "H", "H", "H", "H", "H", "H"], "xyz": [[1.39172, 0.01143, 0.57685], [1.21839, 0.32502, -0.82115], [-0.45631, -1.37914, 0.03824], [0.14112, -0.21973, -0.10617], [-0.89398, 0.95010, -0.14158], [2.03998, -0.88862, 0.78642], [1.70058, 0.71188, 1.35279], [1.59738, -0.10507, -1.68576], [-0.63625, -1.75858, 1.00449], [-0.92629, -1.87419, -0.75135], [-1.42301, 1.41857, -1.29554], [-0.60416, 1.93393, 0.04676], [-1.57070, 0.65259, 0.49396]], "charge": 2, "molar_mass_g_mol": 76.1, "relative_energy_kcal_mol": 89.3, "e_lumo_ev": -10.1}

=====

[17]
{"formula": "CH8N4", "method": "ωB97M-V/def2-TZVPD", "elements": ["N", "N", "C", "N", "N", "H", "H", "H", "H", "H", "H", "H", "H"], "xyz": [[1.74552, -0.70266, -0.04691], [1.13073, 0.38718, 0.31049], [-0.06490, 1.01191, -0.42940], [-1.08554, 0.37252, 0.32644], [-1.74313, -0.72750, -0.05598], [2.00200, -0.72033, -1.09913], [2.07891, -1.45779, 0.64155], [1.02743, 0.53428, 1.29011], [0.01210, 2.15650, -0.40666], [-0.03265, 0.72466, -1.55082], [-0.96068, 0.56232, 1.30812], [-2.31089, -1.07942, 0.75321], [-1.79891, -1.06168, -1.04101]], "charge": 2, "smiles": "NNC[NH+]=[NH2+]", "molar_mass_g_mol": 76.1, "relative_energy_kcal_mol": 18.7, "e_lumo_ev": [-11.1, -10.9]}

=====

[18]
{"formula": "CH8N4O", "method": "ωB97M-V/def2-TZVPD", "elements": ["N", "C", "N", "N", "H", "H", "H", "H", "H", "N", "O", "H", "H", "H"], "xyz": [[-0.81182, 1.45461, -0.69245], [-1.35530, 0.74574, 0.33954], [-1.49568, -0.53615, 0.44998], [-1.13498, -1.26392, -0.63802], [-0.20538, 0.90496, -1.28947], [-0.40682, 2.35064, -0.44544], [-1.68399, 1.39149, 1.17142], [-0.11835, -1.27850, -0.75456], [-1.51513, -0.85246, -1.49363], [1.65799, -0.60669, 1.19175], [1.99439, -0.59586, -0.22112], [1.59392, 0.38815, 1.41826], [0.68257, -0.94565, 1.19721], [2.79857, -1.15635, -0.23341]], "charge": 0, "smiles": "N/C=N\\N.NO", "molar_mass_g_mol": 92.1, "relative_energy_kcal_mol": 44.6, "e_lumo_ev": 0.7}

=====

[19]
{"formula": "CH8N4P", "method": "ωB97M-V/def2-TZVPD", "elements": ["C", "N", "N", "N", "N", "P", "H", "H", "H", "H", "H", "H", "H", "H"], "xyz": [[0.65303, -0.83511, 0.96869], [1.27232, -1.48952, 1.66900], [-1.67590, -1.64522, 0.17466], [0.66341, 1.57501, -0.22101], [1.85634, 1.32556, -0.93100], [-0.41844, -0.05698, -0.26729], [-2.67791, -1.52969, 0.01031], [-1.63780, -2.53649, -0.35951], [0.10022, 2.36497, -0.32542], [0.99481, 1.73336, 0.66750], [2.25365, 2.01211, -1.53151], [1.62737, 0.58714, -1.60789], [-1.30314, 0.52142, 0.62305], [-1.70796, -2.02656, 1.13042]], "charge": 1, "molar_mass_g_mol": 107.1, "relative_energy_kcal_mol": 72.9, "e_lumo_ev": -3.2}

=====

One value per record, in order, for F_max: 0.1195; 0.0161; 0.0271; 0.0769; 0.0767; 0.0455; 0.1294; 0.0581; 0.0178; 0.0427; 0.0525; 0.0798; 0.0340; 0.0208; 0.1771; 0.1103; 0.0574; 0.0709; 0.0628 hartree/bohr.